# C2H5N2

The ion C2H5N2 with charge +1 in a non-equilibrium geometry (the ωB97M-V functional and the def2-TZVPD basis, the Open Molecules 2025 dataset).

Output
HOMO-LUMO gap ... 11.5 eV
SMILES ... [NH2+]=C1CN1
Calculated total energy ... -188.34392 a.u.
ΔE to the lowest compared entry with this formula, charge and spin ... 187.9 kJ/mol
E_HOMO ... -16.3621 eV
E_LUMO ... -4.87 eV

```
! wB97M-V def2-TZVPD RIJCOSX def2/J DEFGRID3
* xyz 1 1
C -0.17 0.11 0.01
C 1.16 -0.55 -0.17
N 0.78 0.96 -0.10
N -1.69 -0.01 -0.01
H 1.65 -0.82 0.66
H 1.62 -0.83 -1.17
H 1.20 1.79 0.12
H -2.25 -0.84 0.36
H -2.15 0.79 0.30
*
```

These are the Mulliken partial charges, in e, on atoms 1 to 6: 0.367 -0.314 -0.106 -0.406 0.308 0.265

# C2H5N2

A cluster of 2 separate species, C2H5N2 in total in a non-equilibrium geometry (the ωB97M-V functional and the def2-TZVPD basis, the Open Molecules 2025 dataset).

Output
HOMO-LUMO gap (alpha / beta) ... 6.8 / 12.1 eV
Calculated total energy ... -188.20982 a.u.
ΔE to the lowest compared entry with this formula, charge and spin ... 540.0 kJ/mol
E_HOMO (alpha / beta) ... -15.3296 / -16.4688 eV
E_LUMO (alpha / beta) ... -8.52 / -4.36 eV

```
! wB97M-V def2-TZVPD RIJCOSX def2/J DEFGRID3
* xyz 1 1
C -0.29 -0.02 -0.23
C 0.86 0.87 -0.16
N 0.83 -0.59 -0.51
N -1.58 -0.16 -0.04
H 1.48 1.36 -0.97
H 0.96 1.23 0.93
H 1.81 -2.25 1.04
H -2.10 0.58 0.34
H -1.96 -1.01 -0.40
*
```

These are the Mulliken partial charges, in e, on atoms 1 to 6: 0.519 -0.192 -0.325 -0.291 0.306 0.279

# C2H5N2

A cluster of 2 separate species, C2H5N2 in total in a non-equilibrium geometry (the ωB97M-V functional and the def2-TZVPD basis, the Open Molecules 2025 dataset).

Output
HOMO-LUMO gap (alpha / beta) ... 7.5 / 8.5 eV
Expectation value of S² ... 2.02
Calculated total energy ... -188.17831 a.u.
ΔE to the lowest compared entry with this formula, charge and spin ... 219.3 kJ/mol
E_HOMO (alpha / beta) ... -12.5464 / -17.3581 eV
E_LUMO (alpha / beta) ... -5.04 / -8.81 eV

```
! wB97M-V def2-TZVPD RIJCOSX def2/J DEFGRID3
* xyz 1 3
C -1.00 -0.62 -1.87
C 1.36 0.20 1.17
N -1.16 -0.16 -0.85
N -1.07 0.15 0.31
H -0.80 -1.13 -2.81
H 0.91 1.24 1.01
H 1.25 -0.42 2.06
H 1.96 -0.29 0.44
H -1.46 1.05 0.54
*
```

These are the Mulliken partial charges, in e, on atoms 1 to 6: -0.040 -0.901 0.591 -0.478 0.515 0.309

# C2H5N2O

A cluster of 2 separate species, C2H5N2O in total in a non-equilibrium geometry (the ωB97M-V functional and the def2-TZVPD basis, the Open Molecules 2025 dataset).

Output
HOMO-LUMO gap (alpha / beta) ... 9.1 / 9.1 eV
Calculated total energy ... -263.52254 a.u.
ΔE to the lowest compared entry with this formula, charge and spin ... 503.5 kJ/mol
E_HOMO (alpha / beta) ... -15.7226 / -15.7217 eV
E_LUMO (alpha / beta) ... -6.67 / -6.67 eV

```
! wB97M-V def2-TZVPD RIJCOSX def2/J DEFGRID3
* xyz 1 1
C 1.09 -1.16 0.65
C 0.18 -0.62 -0.19
N -0.51 0.90 1.07
N -0.24 -0.65 -1.34
O 0.91 -1.88 1.56
H 2.10 -0.75 0.41
H 0.27 0.98 1.72
H -1.17 0.23 1.47
H -0.07 -1.50 -1.95
H -0.63 0.16 -1.74
*
```

These are the Mulliken partial charges, in e, on atoms 1 to 6: 0.000 0.389 -0.504 -0.171 -0.328 0.348

# C2H5N2O

The ion C2H5N2O with charge +1 in a non-equilibrium geometry (the ωB97M-V functional and the def2-TZVPD basis, the Open Molecules 2025 dataset).

Output
HOMO-LUMO gap (alpha / beta) ... 8.7 / 8.7 eV
SMILES ... O=N[C@@H]1C[NH2+]1
Calculated total energy ... -263.50850 a.u.
ΔE to the lowest compared entry with this formula, charge and spin ... 540.3 kJ/mol
E_HOMO (alpha / beta) ... -14.4118 / -14.4113 eV
E_LUMO (alpha / beta) ... -5.74 / -5.74 eV

```
! wB97M-V def2-TZVPD RIJCOSX def2/J DEFGRID3
* xyz 1 1
C -1.14 -0.11 0.17
C 0.52 -0.10 0.44
N 1.39 -1.04 -0.14
N -0.28 0.64 -0.69
O 2.20 -1.61 0.57
H -1.50 -0.95 -0.27
H -1.80 0.61 0.91
H 0.90 0.38 1.33
H -0.13 0.48 -1.74
H -0.15 1.69 -0.58
*
```

These are the Mulliken partial charges, in e, on atoms 1 to 6: -0.322 0.023 -0.026 -0.214 -0.227 0.337

# C2H5N2O2

A structure of composition C2H5N2O2 in a non-equilibrium geometry (the ωB97M-V functional and the def2-TZVPD basis, the Open Molecules 2025 dataset).

Output
HOMO-LUMO gap ... 10.4 eV
Calculated total energy ... -338.69264 a.u.
ΔE to the lowest compared entry with this formula, charge and spin ... 563.6 kJ/mol
E_HOMO ... -16.7181 eV
E_LUMO ... -6.32 eV

```
! wB97M-V def2-TZVPD RIJCOSX def2/J DEFGRID3
* xyz 1 1
C 0.09 0.77 -0.63
C -0.91 -0.25 -0.01
N 1.24 -0.01 -0.60
N -0.14 -0.78 1.12
O -0.66 -1.34 1.97
O 1.12 -0.47 1.12
H -0.08 0.97 -1.67
H 0.21 1.76 -0.16
H -2.04 0.08 0.21
H -1.03 -1.09 -0.87
H 2.21 0.36 -0.48
*
```

These are the Mulliken partial charges, in e, on atoms 1 to 6: -0.391 -0.327 -0.187 0.916 -0.383 -0.302

# C2H5N2O2

The ion C2H5N2O2 with charge +1 in a non-equilibrium geometry (the ωB97M-V functional and the def2-TZVPD basis, the Open Molecules 2025 dataset).

Output
HOMO-LUMO gap ... 9.9 eV
SMILES ... ON1C=[NH+]CO1
Calculated total energy ... -338.77651 a.u.
ΔE to the lowest compared entry with this formula, charge and spin ... 343.4 kJ/mol
E_HOMO ... -14.2448 eV
E_LUMO ... -4.39 eV

```
! wB97M-V def2-TZVPD RIJCOSX def2/J DEFGRID3
* xyz 1 1
C 0.45 -0.62 0.88
C 0.40 0.48 -1.12
N -0.69 0.01 0.67
N 1.23 -0.26 -0.18
O -0.70 0.91 -0.34
O -1.77 -0.03 1.42
H 0.86 -1.16 1.70
H 0.72 1.30 -1.86
H -0.06 -0.25 -1.78
H 2.22 -0.40 -0.40
H -2.66 0.03 1.02
*
```

These are the Mulliken partial charges, in e, on atoms 1 to 6: -0.044 -0.281 0.561 -0.120 -0.306 -0.467

# C2H5N2O2S

A cluster of 2 separate species, C2H5N2O2S in total in a non-equilibrium geometry (the ωB97M-V functional and the def2-TZVPD basis, the Open Molecules 2025 dataset).

Output
HOMO-LUMO gap ... 7.8 eV
Calculated total energy ... -737.39943 a.u.
ΔE to the lowest compared entry with this formula, charge and spin ... 120.2 kJ/mol
E_HOMO ... -4.2708 eV
E_LUMO ... 3.51 eV

```
! wB97M-V def2-TZVPD RIJCOSX def2/J DEFGRID3
* xyz -1 1
C -0.52 -1.19 0.66
C 0.59 -1.56 -1.43
N -0.56 2.13 0.32
N -0.23 -1.87 -0.57
O -1.65 -0.74 0.86
O 0.42 -1.25 1.45
S 0.95 1.98 1.03
H 1.10 -0.64 -1.62
H -1.38 2.31 0.88
H 0.89 -2.29 -2.12
H -0.51 2.49 -0.65
H 0.91 0.63 1.17
*
```

These are the Mulliken partial charges, in e, on atoms 1 to 6: 0.616 -0.260 -0.401 -0.422 -0.673 -0.729

# C2H5N2O3

The ion C2H5N2O3 with charge +1 in a non-equilibrium geometry (the ωB97M-V functional and the def2-TZVPD basis, the Open Molecules 2025 dataset).

Output
HOMO-LUMO gap (alpha / beta) ... 5.9 / 5.8 eV
SMILES ... CONOC=[N+]=O
Calculated total energy ... -413.84386 a.u.
ΔE to the lowest compared entry with this formula, charge and spin ... 966.9 kJ/mol
E_HOMO (alpha / beta) ... -13.8034 / -13.8001 eV
E_LUMO (alpha / beta) ... -7.95 / -7.95 eV

```
! wB97M-V def2-TZVPD RIJCOSX def2/J DEFGRID3
* xyz 1 1
C -1.79 0.30 0.18
C 2.23 0.24 -0.34
N -3.04 0.03 -0.14
N 0.20 -0.72 0.30
O -4.22 -0.01 -0.06
O -1.00 -0.50 0.86
O 0.95 0.45 0.35
H -1.35 1.23 -0.38
H 2.99 0.87 0.10
H 1.96 0.47 -1.38
H 2.40 -0.93 -0.25
H 0.67 -1.42 0.74
*
```

These are the Mulliken partial charges, in e, on atoms 1 to 6: 0.279 -0.470 0.517 -0.224 -0.198 -0.117

# C2H5N2O3

The ion C2H5N2O3 with charge +1 in a non-equilibrium geometry (the ωB97M-V functional and the def2-TZVPD basis, the Open Molecules 2025 dataset).

Output
HOMO-LUMO gap ... 10.9 eV
SMILES ... C/C(=[NH+]/O)[N+](=O)[O-]
Calculated total energy ... -413.96614 a.u.
ΔE to the lowest compared entry with this formula, charge and spin ... 645.8 kJ/mol
E_HOMO ... -16.5980 eV
E_LUMO ... -5.74 eV

```
! wB97M-V def2-TZVPD RIJCOSX def2/J DEFGRID3
* xyz 1 1
C 0.03 -0.09 0.15
C 0.97 -1.22 0.17
N -1.44 -0.45 0.25
N 0.31 1.09 -0.31
O -1.81 -0.98 -0.75
O -1.92 -0.16 1.28
O -0.62 2.00 -0.57
H 0.51 -2.00 0.77
H 1.23 -1.50 -0.83
H 1.96 -0.97 0.65
H 1.26 1.41 -0.65
H -0.48 2.87 -0.17
*
```

These are the Mulliken partial charges, in e, on atoms 1 to 6: 0.466 -1.087 0.985 0.093 -0.449 -0.470

# C2H5N2OP

The molecule C2H5N2OP in a non-equilibrium geometry (the ωB97M-V functional and the def2-TZVPD basis, the Open Molecules 2025 dataset).

Output
HOMO-LUMO gap (alpha / beta) ... 7.0 / 7.0 eV
Calculated total energy ... -605.15325 a.u.
ΔE to the lowest compared entry with this formula, charge and spin ... 417.6 kJ/mol
E_HOMO (alpha / beta) ... -8.0521 / -8.0522 eV
E_LUMO (alpha / beta) ... -1.03 / -1.03 eV

```
! wB97M-V def2-TZVPD RIJCOSX def2/J DEFGRID3
* xyz 0 1
C -1.46 0.31 -0.10
C -0.65 0.92 -1.05
N 0.88 0.08 1.45
N 1.43 -0.42 0.43
O -1.17 -0.71 0.56
P 0.97 0.15 -1.22
H -2.57 0.74 0.01
H -0.84 1.82 -1.45
H 0.91 -0.42 2.37
H 2.02 -1.33 0.43
H 0.50 -1.14 -1.43
*
```

These are the Mulliken partial charges, in e, on atoms 1 to 6: 0.101 -0.607 -0.422 0.205 -0.613 -0.035

# C2H5N2P

The molecule C2H5N2P in a non-equilibrium geometry (the ωB97M-V functional and the def2-TZVPD basis, the Open Molecules 2025 dataset).

Output
HOMO-LUMO gap ... 9.7 eV
SMILES ... C1CNP=N1
Calculated total energy ... -530.03179 a.u.
ΔE to the lowest compared entry with this formula, charge and spin ... 27.7 kJ/mol
E_HOMO ... -8.7169 eV
E_LUMO ... 0.97 eV

```
! wB97M-V def2-TZVPD RIJCOSX def2/J DEFGRID3
* xyz 0 1
C 0.26 -1.12 -0.11
C -0.14 0.29 0.07
N 1.74 -1.21 0.06
N 1.23 1.18 -0.11
P 2.53 0.15 0.04
H -0.07 -1.95 0.58
H 0.21 -1.36 -1.23
H -0.93 0.58 -0.59
H -0.42 0.42 1.08
H 1.29 2.19 -0.38
*
```

These are the Mulliken partial charges, in e, on atoms 1 to 6: -0.300 -0.408 -0.367 -0.262 0.050 0.292